# C3H7ClFN

A single C3H7ClFN molecule in a non-equilibrium geometry (wB97M-V/def2-TZVPD, the Open Molecules 2025 dataset).

The geometry in XYZ format:
```
13
Properties=species:S:1:pos:R:3:forces:R:3
H -0.663 2.467 -0.250 0.21 -0.01 -0.03
H 1.002 -0.256 -1.643 -0.85 -0.93 -1.95
H 1.427 1.278 -1.053 0.21 0.68 -0.05
H -1.921 1.388 0.304 -0.46 0.14 0.07
F 0.122 0.367 1.437 0.28 0.86 -1.25
H 2.264 -1.358 -0.044 -0.55 -0.10 -0.36
C -1.094 1.473 -0.381 1.13 0.44 1.90
H 2.453 0.009 0.808 -0.24 0.13 -0.28
C 1.151 0.278 -0.772 0.19 0.33 2.03
C -0.118 0.356 0.049 -1.94 0.37 0.00
H -1.447 1.377 -1.377 -0.07 -0.38 -0.89
N 2.213 -0.356 -0.107 2.11 -0.22 1.08
Cl -1.138 -1.080 -0.136 -0.02 -1.32 -0.26
```
Forces are in eV/Å.

Summary:
Highest occupied orbital energy: -0.3458 Eh
SMILES string: C[C@@](F)(Cl)CN
ΔE to the lowest compared entry with this formula, charge and spin: 37.3 kJ/mol
Frontier orbital gap: 10.36 eV

# C33H30Br3LaN4O2S2

A molecular structure, C33H30Br3LaN4O2S2 in a non-equilibrium geometry (wB97M-V/def2-TZVPD, the Open Molecules 2025 dataset).

The geometry in XYZ format:
```
75
Properties=species:S:1:pos:R:3:forces:R:3
H 5.343 -0.006 1.882 0.04 -0.02 -0.04
C 2.991 0.484 -4.197 -0.01 0.05 -0.08
C 3.501 1.848 1.054 -0.09 -0.06 -0.04
H 0.381 2.522 1.764 -0.03 -0.06 -0.03
H 2.255 1.737 -5.786 -0.02 -0.03 0.03
H -0.296 -3.529 5.579 0.02 0.04 0.00
C -0.910 -4.283 3.696 -0.07 -0.13 0.01
La 0.407 -0.114 -0.006 0.64 0.37 -0.73
H 3.935 4.456 3.166 -0.03 -0.05 -0.04
C -5.460 -1.336 -1.679 -0.01 0.00 0.01
H -4.205 3.396 0.417 0.05 -0.03 0.03
C -0.929 -3.501 -0.398 0.02 0.07 0.00
H 5.138 1.380 -0.227 0.02 0.02 -0.01
H 4.031 -2.112 1.987 0.03 -0.06 0.04
O 2.814 -1.597 0.384 0.05 0.02 -0.21
N 1.376 -0.174 -2.560 0.19 -0.11 -0.05
H -3.132 4.291 1.495 0.00 -0.05 -0.01
C 4.281 0.868 0.214 0.00 0.03 0.19
S -1.710 1.101 1.371 -0.27 0.40 0.19
C -3.549 -0.632 -2.931 0.05 -0.02 -0.06
C -2.732 -0.723 -1.796 0.09 0.16 -0.10
H 4.014 0.449 -4.546 -0.04 -0.01 0.01
H -1.950 -5.380 -0.686 0.04 0.06 0.06
C -0.332 -3.361 4.512 0.08 0.15 0.03
O 0.676 -0.794 2.112 -0.16 -0.95 1.41
C -0.399 -2.891 1.775 -0.03 -0.08 -0.22
H 2.680 -2.548 0.410 -0.12 -0.01 0.01
H -0.075 1.736 -4.896 0.07 0.00 0.03
H -5.517 -0.858 -3.767 0.05 0.01 0.05
C 4.166 2.809 1.806 0.05 0.02 0.00
N -1.338 -0.444 -1.847 -0.78 -0.75 -0.61
H -1.676 1.054 -3.244 0.04 0.13 -0.08
H -5.114 -1.784 0.387 0.03 0.01 -0.02
C -0.947 0.483 -2.679 0.15 0.17 0.09
H 3.652 0.530 -0.606 -0.04 0.00 -0.09
C 0.435 0.496 -3.229 -0.17 -0.02 0.09
C -1.523 -4.986 1.371 0.01 0.00 0.07
C -4.904 -0.927 -2.877 0.12 0.02 -0.07
S -0.154 2.406 -1.321 -0.19 0.67 -0.22
H -1.233 5.108 -1.286 -0.04 -0.05 0.01
C -2.188 2.580 0.534 -0.29 0.01 0.04
H -3.119 -0.365 -3.888 -0.01 0.01 0.02
C -2.055 4.391 -1.199 0.06 -0.10 -0.02
C 2.623 -0.177 -3.045 -0.02 -0.15 0.15
C 0.718 1.194 -4.396 -0.03 0.08 -0.24
H 5.454 -0.939 0.387 -0.04 0.03 0.01
Br 1.033 -0.943 5.146 -0.02 -0.01 -0.02
H 3.351 -0.750 -2.477 -0.05 0.05 0.01
N -0.391 -2.634 0.427 -0.04 -0.07 0.40
Br -1.649 -5.852 4.465 0.00 -0.01 -0.01
H -2.409 4.191 -2.217 0.03 0.01 0.09
C 0.217 -2.183 3.979 0.01 0.00 -0.02
C -3.321 -1.164 -0.614 -0.08 -0.07 0.07
H -0.924 -3.233 -1.450 0.00 0.00 0.02
H -3.773 2.723 1.989 0.00 -0.03 0.04
C -3.394 3.289 1.143 0.13 -0.12 -0.05
C 3.434 3.697 2.575 0.02 0.02 0.01
H -1.968 -5.903 1.734 0.00 0.01 0.01
H 1.431 4.279 3.141 0.05 -0.05 -0.04
H -2.867 4.867 -0.648 0.10 -0.05 -0.06
C 2.009 1.192 -4.883 -0.03 0.02 -0.02
C 4.777 -0.347 1.010 0.02 0.12 -0.02
N 2.164 1.748 1.055 0.24 0.16 0.16
C -0.957 -4.080 2.299 -0.03 -0.02 -0.19
H -2.731 -1.244 0.283 0.07 0.01 0.10
C 0.190 -1.886 2.623 0.19 0.13 0.17
C 3.643 -1.216 1.505 0.03 -0.04 -0.09
C -4.675 -1.463 -0.549 0.10 0.01 0.04
H 3.020 -0.691 2.224 -0.12 0.06 0.07
Br -7.308 -1.748 -1.594 -0.01 0.00 0.00
C 2.052 3.604 2.565 0.01 0.05 0.04
C 1.460 2.623 1.792 0.16 -0.07 -0.03
C -1.576 3.112 -0.541 -0.07 0.14 -0.16
C -1.512 -4.702 0.037 -0.04 -0.07 -0.09
H 5.248 2.858 1.771 -0.07 0.00 0.01
```
Forces are in eV/Å.

Summary:
Highest occupied orbital energy: -0.2279 Eh
Frontier orbital gap: 5.83 eV

# C28H24I2N5O8P2S4Ti

A molecular structure, C28H24I2N5O8P2S4Ti (wB97M-V/def2-TZVPD, the Open Molecules 2025 dataset).

The geometry in XYZ format:
```
74
Properties=species:S:1:pos:R:3:forces:R:3
S 3.237 2.694 4.992 0.02 -0.01 -0.03
C 3.532 2.293 -2.749 0.03 -0.01 0.00
H -3.447 0.007 -6.943 0.00 0.00 0.00
S -2.501 3.160 -5.506 0.02 -0.02 0.00
H -3.890 -2.249 -0.924 -0.04 -0.04 0.00
C 3.836 0.170 -0.971 0.09 -0.03 -0.09
N 1.235 0.745 0.636 0.27 -0.02 0.32
H -2.195 -4.782 2.521 0.00 0.00 0.00
C 2.202 1.693 2.603 0.00 0.00 0.01
S 1.456 1.207 -4.095 0.08 -0.01 -0.05
C 0.606 4.376 0.495 0.01 0.01 0.03
C 0.883 1.992 0.242 -0.09 -0.05 -0.10
H -1.687 -4.693 0.857 0.00 0.00 -0.01
P -1.542 -1.961 2.097 0.11 -0.02 0.03
N -3.476 0.288 0.631 -0.02 0.07 -0.18
Ti 0.113 -0.831 -0.527 -0.47 0.12 -0.33
C -4.087 -1.206 -1.198 0.03 -0.01 0.08
C -0.493 -3.508 2.262 0.00 -0.02 0.04
H 1.766 -3.832 3.274 0.03 0.02 0.01
H -1.971 -0.331 -4.815 0.01 0.00 0.00
O -2.923 -2.276 1.718 0.02 -0.09 0.04
H -2.731 0.635 1.217 -0.02 0.00 -0.02
C -0.269 3.238 -1.483 0.09 -0.01 -0.04
O 2.208 -3.659 2.422 0.03 0.00 0.02
C -1.066 2.018 -3.412 0.02 -0.03 -0.01
C 2.695 1.132 -2.864 -0.04 0.01 -0.01
C 4.103 1.644 6.026 -0.05 0.01 0.03
C -0.068 4.402 -0.693 0.00 0.03 -0.02
O -0.029 -3.623 3.634 0.02 0.00 -0.01
N 4.200 3.227 -2.676 -0.01 0.01 0.00
S 1.905 -1.390 -2.092 0.01 -0.01 -0.19
C -1.312 -4.735 1.882 0.01 0.03 -0.01
H 2.148 -0.413 2.030 -0.01 -0.01 0.00
C 2.947 1.440 3.844 -0.04 0.01 0.04
H -0.464 5.343 -1.057 0.00 0.00 0.00
H -1.693 3.989 -2.968 0.01 0.01 0.01
H 4.524 2.017 6.945 -0.01 -0.01 0.01
C 1.879 0.601 1.767 -0.02 0.03 -0.01
H -0.800 -3.599 4.213 -0.01 0.01 -0.01
H -0.683 -0.988 3.839 0.00 0.01 -0.01
O -0.737 -0.933 1.289 -0.35 0.08 0.18
C -3.091 -0.365 -0.474 -0.14 -0.08 0.06
C 1.103 3.141 1.006 0.01 -0.04 -0.02
O 1.245 -4.641 0.376 0.04 -0.04 0.08
H 2.004 3.811 2.845 0.00 0.01 -0.02
P 1.108 -3.402 1.323 -0.19 -0.12 -0.12
O 1.337 -2.100 0.630 0.26 0.03 0.16
H -0.493 -0.073 -3.368 0.04 -0.01 -0.02
C 1.790 2.952 2.219 0.04 0.00 -0.01
I -3.596 -5.701 -1.371 -0.02 0.02 0.03
H -3.932 -1.114 -2.270 0.00 0.01 -0.01
H 0.724 -4.537 -0.450 -0.01 0.02 -0.01
C -3.273 2.133 -6.636 -0.01 0.02 0.01
C 0.250 2.042 -1.021 0.09 -0.05 0.27
O -1.536 -1.374 3.606 0.01 0.01 0.02
O -1.926 -0.248 -0.893 0.15 0.12 -0.05
I -0.953 -3.047 -1.617 0.16 -0.19 -0.07
C 2.848 0.089 -2.015 -0.03 0.00 0.07
H -5.112 -0.953 -0.935 0.01 -0.01 0.01
C -1.063 3.153 -2.687 0.00 -0.01 0.01
N 4.617 0.197 -0.126 -0.05 0.03 0.04
N 0.156 0.853 -1.653 -0.08 0.14 -0.23
C -0.139 0.896 -3.030 -0.13 0.05 0.14
C -1.870 1.822 -4.616 -0.02 0.03 0.00
H -0.716 -5.639 2.007 0.00 0.00 0.00
C -3.052 0.821 -6.354 0.01 0.00 0.00
H -3.839 2.552 -7.452 0.00 -0.01 0.00
H 0.758 5.284 1.065 0.00 0.00 0.00
C -2.243 0.642 -5.201 0.00 -0.01 -0.01
C 4.158 0.382 5.525 0.03 0.01 -0.02
H 3.465 -0.655 3.707 0.00 0.00 -0.01
H -4.299 -0.052 1.102 0.02 0.00 0.00
H 4.662 -0.436 6.019 0.00 0.00 0.00
C 3.498 0.265 4.274 0.04 -0.01 -0.03
```
Forces are in eV/Å.

Summary:
Highest occupied orbital energy: -0.1484 Eh
ΔE to the lowest compared entry with this formula, charge and spin: 0.0 kJ/mol
Frontier orbital gap: 4.75 eV
Total charge: -1

# C9H14

2 unconnected molecules or ions with the total composition C9H14 in a non-equilibrium geometry (wB97M-V/def2-TZVPD, the Open Molecules 2025 dataset).

The geometry in XYZ format:
```
23
Properties=species:S:1:pos:R:3:forces:R:3
C 0.205 -0.830 1.977 -0.11 0.32 0.43
H 1.616 -1.165 0.441 -0.06 -0.53 0.04
H -1.446 -0.592 3.369 0.00 0.58 0.19
C 1.666 2.762 -0.984 -0.26 -0.01 0.86
H 0.055 3.962 -0.100 -0.26 -0.04 0.28
H 2.358 3.431 -0.483 0.20 0.25 -0.15
C 0.232 3.330 -0.954 0.93 -0.22 -1.77
H -0.463 2.515 -1.073 -0.48 -0.24 0.55
C -0.329 -1.942 -0.118 0.53 0.76 0.42
C -1.128 -0.820 2.370 0.16 -1.05 -1.06
H -2.413 -2.227 -0.453 -0.10 0.03 0.07
H 0.944 -0.341 2.599 0.10 -0.17 0.10
H 1.223 -2.243 -1.522 0.14 0.47 -0.60
H 0.189 -3.594 -1.348 -0.13 0.09 -0.05
C 0.180 -2.497 -1.420 -0.76 -1.10 0.73
H -3.099 -1.222 1.739 -0.14 -0.27 -0.28
C -1.672 -1.854 0.245 0.06 -0.43 -0.71
C -2.060 -1.308 1.447 -0.05 0.40 1.09
H 1.704 1.846 -0.400 0.02 -0.24 0.07
H 2.058 2.525 -1.968 -0.17 0.11 -0.22
H -0.494 -2.260 -2.244 0.46 0.26 -0.17
C 0.596 -1.371 0.762 -0.09 0.65 -0.21
H 0.076 3.896 -1.882 0.01 0.35 0.40
```
Forces are in eV/Å.

Summary:
Highest occupied orbital energy: -0.3302 Eh
SMILES string: Cc1ccccc1.CC
ΔE to the lowest compared entry with this formula, charge and spin: 43.4 kJ/mol
Frontier orbital gap: 9.95 eV

Among the records above, which one has the highest highest occupied orbital energy? C28H24I2N5O8P2S4Ti